1.
Below is a single C14H6N2O6S2 molecule at a distorted geometry, with properties calculated with ωB97M-V with the def2-TZVPD basis set.

```
30
Properties=species:S:1:pos:R:3:mulliken_charge:R:1
O -3.9696 -0.3037 3.8808 -0.628
S -2.7203 0.0772 3.2072 1.106
O -2.7471 1.4927 2.9678 -0.588
N -1.3225 -0.5065 3.8975 -0.695
C -0.3515 -0.8470 3.1580 1.035
C 0.8840 -0.9674 3.8120 -0.617
C 2.0576 -1.1145 3.1268 -0.608
C 1.9981 -1.2049 1.7131 0.984
C 0.7856 -0.9127 1.0739 0.007
C 0.8026 -0.6486 -0.2906 0.490
C -0.4502 -0.3022 -0.9880 -0.420
C -0.5717 -0.0502 -2.3500 -0.302
C -1.9007 0.0744 -3.0465 -0.706
C -2.9746 -0.1329 -2.2159 -0.526
C -2.8633 -0.3594 -0.8565 -0.776
C -1.6472 -0.4609 -0.2037 0.881
C -1.6260 -0.6812 1.1487 0.128
C -0.4180 -0.7940 1.8141 0.806
O -2.8021 -0.7380 1.8135 -0.616
O 1.9763 -0.5257 -1.0007 -0.624
S 3.0932 -1.6828 -0.5297 1.191
O 2.7815 -3.0543 -0.8909 -0.612
O 4.3740 -1.3642 -1.1266 -0.639
N 3.1864 -1.5347 1.1322 -0.704
H 0.9468 -0.8402 4.9171 0.418
H 3.0227 -1.2250 3.7476 0.350
H 0.2532 0.2854 -2.9756 0.403
H -2.0671 0.3140 -4.1253 0.369
H -3.9979 -0.0737 -2.6628 0.321
H -3.7730 -0.3370 -0.3700 0.573
```

Summary:
- energy relative to the best compared isomer or geometry (same formula, charge and spin) (eV) = 0.928
- gap between HOMO and LUMO (eV) = 6.65
- E_HOMO (eV) = -9.4774
- spin multiplicity = 1
- structure (SMILES) = O=S1(=O)N=c2ccc3c4c(c5ccccc5c(c24)O1)OS(=O)(=O)N=3
- charge = 0

=====

2.
Below is a single C6H10 molecule at a distorted geometry, with properties calculated with ωB97M-V with the def2-TZVPD basis set.

```
16
Properties=species:S:1:pos:R:3:mulliken_charge:R:1
C -0.2955 2.0227 -1.2349 -0.682
C 0.7137 1.4974 -0.5378 -0.371
C 0.5511 0.4795 0.4996 -0.304
C 0.0047 -0.7280 0.4353 1.000
C -0.6118 -1.2776 -0.8192 -1.368
C -0.1069 -1.5929 1.6626 -1.455
H -1.2879 1.5978 -1.3339 0.226
H -0.1089 2.7902 -1.9801 0.268
H 1.6772 1.9641 -0.7209 0.306
H 0.9842 0.8059 1.4464 0.331
H 0.0152 -1.1014 -1.6891 0.357
H -1.5228 -0.7149 -1.0454 0.268
H -0.9052 -2.3160 -0.7642 0.396
H 0.8476 -2.0798 1.8363 0.290
H -0.8373 -2.3971 1.6010 0.387
H -0.3143 -1.0233 2.5693 0.350
```

Summary:
- energy relative to the best compared isomer or geometry (same formula, charge and spin) (eV) = 1.096
- gap between HOMO and LUMO (eV) = 9.76
- E_HOMO (eV) = -8.6485
- spin multiplicity = 1
- structure (SMILES) = C=CC=C(C)C
- charge = 0

=====

3.
Below is a gas-phase ion, C6H17N3O2 (charge +2) at a distorted geometry, with properties calculated with ωB97M-V with the def2-TZVPD basis set.

```
28
Properties=species:S:1:pos:R:3:mulliken_spin:R:1
C -0.0739 0.0266 -1.4537 0.012
C 1.1985 0.3942 -0.6317 0.011
C -1.6753 0.0639 0.2843 0.759
C -1.1769 -1.4343 2.2771 0.002
C 2.7810 -0.6769 0.9168 0.001
C -2.7162 1.8889 -1.1220 0.030
N -1.8736 -0.4661 1.5043 0.610
N 2.0025 -1.0492 -0.2980 0.001
N -2.2073 1.2420 0.0619 0.484
O -0.9717 -0.6784 -0.5706 0.017
O 0.7665 0.9762 0.4565 -0.009
H -0.4886 0.9329 -1.8052 -0.005
H 0.1371 -0.6818 -2.3054 -0.001
H 1.8213 1.0706 -1.3297 0.000
H -0.4933 -1.0212 3.0389 0.062
H -1.8834 -2.1229 2.7366 0.026
H -0.4078 -1.9174 1.4406 0.007
H 3.4613 0.1189 0.8353 0.000
H 2.0467 -0.2981 1.6407 0.001
H 3.2325 -1.6165 1.2384 0.000
H -2.2545 1.6639 -2.1525 0.001
H -3.7994 1.6228 -1.2438 0.041
H -2.6840 2.9816 -1.0977 0.017
H -2.6112 -0.0557 1.9812 -0.035
H 1.4560 -1.8866 -0.1281 0.000
H 2.7416 -1.2462 -1.0320 0.000
H -2.8177 1.5074 0.8577 -0.034
H 1.1694 1.8552 0.9130 0.001
```

Summary:
- energy relative to the best compared isomer or geometry (same formula, charge and spin) (eV) = 0.000
- gap between HOMO and LUMO (spin up / spin down) (eV) = 6.21 / 6.64
- expectation value of S² = 2.008
- E_HOMO (spin up / spin down) (eV) = -12.5392 / -17.6502
- spin multiplicity = 3
- charge = +2

=====

4.
Below is a molecular structure, C23H44BeN3OPSSi at a distorted geometry, with properties calculated with ωB97M-V with the def2-TZVPD basis set.

```
75
Properties=species:S:1:pos:R:3:mulliken_charge:R:1
Be 1.6649 0.3053 1.6324 -1.130
C 2.3807 0.4503 4.9754 -1.381
C 2.4381 1.6396 4.0783 0.829
C 2.4449 2.9368 4.6226 -0.769
C 2.1628 4.0289 3.7696 -0.477
C 1.8899 3.8517 2.4093 -0.893
C 1.9157 2.5436 1.9010 0.525
N 2.3453 1.4723 2.7354 0.206
N 1.4550 2.0123 0.7461 0.239
Si 1.0489 3.0385 -0.6706 0.401
C 2.4159 4.2390 -1.1012 -1.240
C -0.5182 3.9660 -0.1787 -1.177
C 0.8140 1.9272 -2.1840 -0.515
H 3.0296 0.6112 5.8560 0.489
H 2.6735 -0.4423 4.4194 0.198
H 1.3769 0.3025 5.3785 0.243
H 2.5331 3.0761 5.7152 0.340
H 2.1941 5.0557 4.2127 0.347
H 1.5121 4.6446 1.7805 0.343
H 3.0622 4.4192 -0.2447 0.376
H 2.0226 5.2067 -1.4421 0.363
H 3.0203 3.8677 -1.9352 0.309
H -0.7785 3.7758 0.8883 0.321
H -1.3759 3.6212 -0.7757 0.323
H -0.3903 5.0601 -0.3577 0.425
H 1.6197 1.1577 -2.2780 0.154
H 0.8534 2.5526 -3.0923 0.449
H -0.1551 1.4406 -2.2094 -0.320
C -2.8761 0.9346 0.2551 -1.203
C -3.0427 0.2352 -1.1097 0.295
C -4.5617 -0.0163 -1.4009 -1.727
P -1.8898 -1.2861 -1.1292 0.646
C -1.3986 -1.4775 -2.9416 0.939
C -0.6289 -2.7862 -3.1293 -1.475
C -2.4094 -1.2924 -4.0516 -1.528
C -3.1046 -2.6699 -0.7606 0.567
C -3.7857 -3.4870 -1.8402 -1.306
C -2.4091 -3.6123 0.2654 -1.443
H -3.3009 1.9452 0.1599 0.453
H -1.8302 1.0595 0.5061 -0.009
H -3.3550 0.3949 1.0895 0.291
H -2.6718 0.8338 -1.9486 0.397
H -5.0339 -0.2793 -0.4610 0.418
H -4.7551 -0.7548 -2.1441 0.377
H -5.0394 0.9603 -1.7013 0.379
H -0.6567 -0.6660 -3.0423 0.063
H -1.3086 -3.6684 -3.2392 0.230
H 0.0721 -2.9797 -2.2931 0.206
H -0.0483 -2.7264 -4.0699 0.465
H -3.1627 -2.0872 -4.0682 0.210
H -1.8404 -1.3142 -5.0104 0.454
H -2.9765 -0.3453 -3.9800 0.271
H -3.8755 -2.1625 -0.1671 0.301
H -3.0343 -3.9789 -2.4803 0.170
H -4.4491 -2.8730 -2.4734 0.188
H -4.4280 -4.3050 -1.4321 0.391
H -1.6565 -4.2398 -0.1956 0.345
H -3.1742 -4.2759 0.6802 0.468
H -1.9908 -3.0229 1.1045 0.158
C 4.0908 -1.9246 -0.5316 -0.680
C 3.4802 -2.9153 0.4897 -0.605
C 2.2658 -2.2554 1.0947 -0.093
O 2.4070 -0.7693 0.7363 0.739
C 3.5605 -0.5402 -0.1743 -0.192
H 3.8656 -2.1564 -1.5675 0.329
H 5.1825 -1.9171 -0.4652 0.306
H 4.2298 -3.0757 1.2762 0.290
H 3.2602 -3.8837 -0.0043 0.335
H 2.2020 -2.2568 2.1778 0.307
H 1.2702 -2.4878 0.6579 0.029
H 4.2607 0.0730 0.3886 0.352
H 3.2036 0.0663 -1.0071 -0.020
S -1.9652 -1.3584 3.8553 -0.381
C -0.6409 -0.8808 3.0542 1.015
N 0.2942 -0.5355 2.3769 -0.699
```

Summary:
- gap between HOMO and LUMO (eV) = 7.82
- E_HOMO (eV) = -7.5502
- spin multiplicity = 1
- charge = 0

=====

5.
Below is a molecular structure, C15H47ClO25P6S at a distorted geometry, with properties calculated with ωB97M-V with the def2-TZVPD basis set.

```
95
Properties=species:S:1:pos:R:3:mulliken_charge:R:1
O -3.2489 -2.1935 4.5489 -0.416
S -3.3681 -0.7893 4.3271 0.551
O -3.2857 -0.5598 2.6476 -0.263
Cl -1.9929 -1.5264 2.1128 0.047
O -1.9969 -0.0299 4.8281 -0.128
P -1.4184 -0.6407 6.3201 0.331
O -0.4415 0.5546 6.7954 -0.470
O -0.3194 -1.7638 5.9362 -0.333
H -0.9871 1.1954 7.2719 0.322
H -0.5173 -2.5655 6.4424 0.305
C 1.2310 -0.8458 3.4712 -0.719
O 2.4634 -1.3414 2.9057 -0.250
P 3.5821 -0.2234 2.4767 0.957
O 3.0627 0.2738 1.1765 -0.548
O 4.7537 -1.3055 2.3295 -0.358
C 4.5113 -2.5276 1.6374 -0.616
O 4.6560 0.8860 2.9499 -0.357
C 4.4231 2.2484 2.5774 -0.575
H 0.6239 -1.6882 3.7772 0.207
H 1.4344 -0.2223 4.3416 0.345
H 0.6824 -0.2672 2.7261 0.358
H 3.8488 -2.3777 0.7849 0.303
H 4.0940 -3.2670 2.3194 0.249
H 5.4713 -2.8891 1.2741 0.252
H 3.4060 2.5623 2.8016 0.311
H 4.6334 2.3786 1.5188 0.214
H 5.1149 2.8592 3.1548 0.232
C -0.4742 -7.9292 9.5586 -0.754
O -1.0235 -7.0942 8.5270 -0.312
P -1.8719 -5.7401 9.0174 0.944
O -3.1253 -6.4913 9.3666 -0.661
O -1.8767 -5.1410 7.5190 -0.156
C -2.0096 -6.0033 6.3872 -0.653
O -2.3407 -4.2521 9.5362 -0.270
C -3.2008 -4.1709 10.6738 -0.655
H 0.1080 -8.7114 9.0781 0.237
H 0.1814 -7.3585 10.2159 0.307
H -1.2777 -8.3831 10.1400 0.336
H -2.6903 -6.8272 6.5957 0.313
H -1.0338 -6.3804 6.0858 0.297
H -2.4211 -5.4047 5.5763 0.207
H -2.8399 -4.7783 11.5009 0.307
H -4.2050 -4.4761 10.3924 0.277
H -3.2181 -3.1272 10.9851 0.233
C -1.5050 2.3488 -1.9043 -0.661
O -2.6400 2.0326 -2.7299 -0.073
P -3.7558 1.0157 -2.0784 0.927
O -3.1089 -0.3088 -2.2603 -0.615
O -4.8615 1.3509 -3.1843 -0.354
C -4.5005 1.3985 -4.5641 -0.601
O -4.9041 0.7701 -0.9734 -0.389
C -4.6446 -0.2288 0.0230 -0.442
H -0.8983 3.0825 -2.4293 0.073
H -1.8243 2.7722 -0.9517 0.392
H -0.9101 1.4521 -1.7282 0.313
H -3.7549 0.6417 -4.8067 0.294
H -4.1341 2.3912 -4.8211 0.232
H -5.4010 1.1982 -5.1405 0.257
H -3.6671 -0.0927 0.4658 0.163
H -4.7363 -1.2209 -0.4126 0.288
H -5.3989 -0.1234 0.8006 0.269
C 4.3634 1.5163 -3.2196 -0.761
O 3.0933 0.9821 -3.6333 -0.160
P 3.0503 0.1720 -5.0666 0.856
O 3.0163 1.2865 -6.0524 -0.543
O 1.6065 -0.4414 -4.7471 -0.408
C 0.5871 0.3975 -4.2047 -0.422
O 3.3904 -1.1437 -5.9423 -0.337
C 4.2215 -0.9889 -7.0983 -0.646
H 4.2370 1.9427 -2.2280 0.165
H 5.1185 0.7319 -3.1693 0.338
H 4.6861 2.2974 -3.9102 0.337
H 0.6316 1.4050 -4.6216 0.226
H 0.6727 0.4252 -3.1201 0.204
H -0.3745 -0.0403 -4.4647 0.312
H 5.1217 -0.4193 -6.8782 0.323
H 3.6557 -0.5087 -7.8928 0.254
H 4.5080 -1.9882 -7.4207 0.228
C -0.8826 5.5021 -5.0803 -0.551
O 0.0355 4.8570 -5.9765 -0.153
P 0.1984 5.5247 -7.4759 0.893
O -1.0189 5.0278 -8.1690 -0.646
O 1.5205 4.7054 -7.8145 -0.355
C 1.5954 3.3005 -7.5217 -0.500
O 0.7153 6.7605 -8.3847 -0.326
C -0.2636 7.5327 -9.0868 -0.648
H -0.8195 4.9986 -4.1186 -0.031
H -0.6232 6.5525 -4.9436 0.336
H -1.9018 5.4198 -5.4616 0.344
H 0.6357 2.8110 -7.6917 0.328
H 1.9262 3.1516 -6.5024 0.262
H 2.3314 2.8624 -8.1896 0.248
H -1.0840 7.8345 -8.4393 0.309
H -0.6409 6.9627 -9.9322 0.271
H 0.2392 8.4251 -9.4562 0.231
```

Summary:
- gap between HOMO and LUMO (eV) = 8.00
- E_HOMO (eV) = -9.6533
- spin multiplicity = 1
- charge = 0

=====

6.
Below is 4 unconnected molecules or ions with the total composition C5H14O3 at a distorted geometry, with properties calculated with ωB97M-V with the def2-TZVPD basis set.

```
22
Properties=species:S:1:pos:R:3:mulliken_charge:R:1
C -1.3697 -1.2440 -2.0568 -0.585
C -1.5947 -0.2128 -1.2647 -0.395
C -0.5342 0.6774 -0.6926 -0.484
C 0.0656 0.4176 0.4533 0.472
C 0.9832 1.3316 1.1989 -1.392
H -2.1006 -1.8859 -2.5212 0.300
H -0.3503 -1.4794 -2.3187 0.164
H -2.5891 0.1663 -1.0621 0.330
H -0.1969 1.4260 -1.4032 0.353
H -0.2498 -0.4260 1.0528 0.353
H 0.4082 1.9212 1.9254 0.172
H 1.4893 2.1144 0.6469 0.363
H 1.6136 0.7555 1.8731 0.332
O -1.9796 1.9085 2.7400 -0.636
H -1.8862 2.8516 2.8862 0.318
H -1.0958 1.5476 2.8233 0.347
O 1.2577 -2.5498 1.5086 -0.650
H 1.2405 -2.4374 0.5467 0.326
H 0.3249 -2.6392 1.7357 0.319
O 1.8813 -0.6922 -2.4904 -0.558
H 2.2340 -1.5469 -2.7386 0.286
H 2.4488 -0.0042 -2.8427 0.264
```

Summary:
- energy relative to the best compared isomer or geometry (same formula, charge and spin) (eV) = 1.459
- gap between HOMO and LUMO (eV) = 9.76
- E_HOMO (eV) = -9.2189
- spin multiplicity = 1
- structure (SMILES) = C=C/C=C/C.O.O.O
- charge = 0

=====

no.,calculated total energy (hartree)
1,-1894.3207
2,-234.5622
3,-552.6971
4,-2186.2286
5,-5387.2803
6,-424.5526